Record 1
The following is a quantum chemistry calculation of a molecular structure, CH2IOP at a distorted geometry, from OMol25.

Calculated values
ΔE to the lowest compared entry with this formula, charge and spin in eV: 0.586
Calculated total energy in eV: -20505.173
Total charge: 0
HOMO-LUMO gap in eV: 9.946

```
6
Properties=species:S:1:pos:R:3:forces:R:3
C 0.53852 -0.04186 0.45885 -0.8330 -0.8101 -1.0997
O 0.43363 -0.10776 1.61116 0.4474 0.1698 2.9355
P -0.80466 -0.56952 -0.63259 0.6195 -1.3214 -1.0271
I 2.28347 0.51126 -0.54239 1.1707 0.4244 -0.5550
H -1.78920 -0.45164 0.33245 -0.5643 0.6375 0.2239
H -0.66176 0.65952 -1.22748 -0.8402 0.8997 -0.4776
```
Positions in Å, forces in eV/Å.

=====

Record 2
The following is a quantum chemistry calculation of a molecular structure, C29H18IN3O3PdSTe, from OMol25.

Calculated values
ΔE to the lowest compared entry with this formula, charge and spin in eV: 0.701
Calculated total energy in eV: -70687.224
Total charge: 0
HOMO-LUMO gap in eV: 6.736

```
57
Properties=species:S:1:pos:R:3:forces:R:3
Pd 0.15579 0.00754 -0.44844 -0.0738 0.1174 -0.7694
C -0.42713 -0.55859 4.03207 0.0075 -0.0362 -0.0204
C -0.56543 -0.59589 2.63831 -0.0597 -0.1178 -0.0011
N 0.44979 -0.43974 1.81810 0.1630 0.4158 -0.0959
C 1.68453 -0.23554 2.32089 0.0238 -0.0643 -0.0359
C 1.91909 -0.18904 3.70274 0.0127 0.0034 0.0371
C 0.81844 -0.35463 4.56125 0.0263 -0.0288 -0.0090
C 3.24516 0.04301 4.20296 -0.0389 -0.0080 0.0300
C 4.27567 0.23571 3.35986 0.0461 -0.0102 -0.0513
C 4.07873 0.20050 1.93779 0.0424 0.0028 0.0493
C 5.13494 0.40821 1.03400 -0.0184 -0.0013 0.0171
C 4.88892 0.35254 -0.31072 -0.0197 -0.0301 -0.0390
C 3.58150 0.08371 -0.74102 0.0294 -0.0126 -0.0162
N 2.57780 -0.10867 0.08198 0.1557 0.0234 0.2232
C 2.80434 -0.04675 1.40687 -0.0814 0.0111 0.0187
H -1.29514 -0.68649 4.66321 -0.0072 -0.0083 -0.0131
H -1.53017 -0.75296 2.17192 0.0012 0.0412 -0.0187
H 0.97078 -0.32312 5.63339 0.0052 0.0251 -0.0009
H 3.39468 0.06566 5.27541 -0.0105 0.0019 -0.0006
H 5.27552 0.41438 3.73596 -0.0044 0.0109 0.0029
H 6.12878 0.61314 1.41317 0.0002 -0.0095 0.0068
H 5.67390 0.50545 -1.03809 0.0035 0.0096 0.0046
H 3.35212 0.02792 -1.79992 -0.0236 0.0095 -0.0070
I 0.46054 0.39980 -3.14827 -0.2877 -0.0663 0.7231
C 0.22299 2.44577 -2.78058 0.0375 0.0311 -0.1143
C 0.16309 3.28617 -3.85299 -0.0053 0.0270 0.0431
C 0.01360 4.67209 -3.63837 0.0040 -0.0293 -0.0322
C -0.05734 5.15313 -2.36604 -0.0038 0.0009 0.0110
C 0.00313 4.28663 -1.24618 0.0032 -0.0093 0.0047
C -0.07062 4.81067 0.06622 -0.0030 0.0330 -0.0359
C -0.01664 3.97532 1.13858 0.0159 -0.0519 0.0202
C 0.10432 2.57947 0.95156 -0.0384 0.1419 0.0057
C 0.16785 2.01085 -0.29387 0.2793 -0.1792 0.0569
C 0.13606 2.88040 -1.43364 0.0122 0.0736 0.0559
H 0.22474 2.89497 -4.85945 0.0072 0.0176 -0.0111
H -0.04181 5.33982 -4.48791 0.0056 0.0041 0.0032
H -0.16655 6.21615 -2.18717 -0.0024 -0.0009 0.0051
H -0.17022 5.88199 0.19308 0.0006 -0.0013 0.0066
H -0.06765 4.37380 2.14481 -0.0094 -0.0011 -0.0009
H 0.12589 1.95800 1.83663 -0.0022 0.0046 -0.0132
Te -0.53752 -2.52715 -0.84981 0.0108 -0.1184 -0.0445
O -3.66343 -3.77996 -1.83789 0.0075 0.0581 -0.0366
S -3.47482 -2.45155 -2.34010 -0.0551 -0.2364 -0.0729
O -3.15097 -2.27249 -3.72275 0.0325 0.0222 0.0509
N -2.38252 -1.63976 -1.37350 -0.2196 0.0996 0.2408
C -2.93778 -0.59732 -0.67936 0.0128 0.0759 -0.1254
O -2.34884 0.14978 0.08785 -0.0396 -0.2931 0.0055
C -4.38555 -0.45522 -1.00409 -0.0122 0.0044 -0.0889
C -5.24698 0.51645 -0.52778 -0.0277 -0.0031 0.0421
C -6.56334 0.48964 -0.96576 -0.0207 -0.0249 -0.0195
C -6.99783 -0.47848 -1.86943 0.0068 0.0224 0.0033
C -6.12781 -1.44515 -2.35615 0.0296 -0.0727 -0.0214
C -4.82733 -1.41063 -1.89564 0.0812 0.1219 0.0272
H -4.89041 1.26727 0.16448 0.0217 -0.0070 -0.0064
H -7.26416 1.23131 -0.60606 0.0033 0.0080 -0.0075
H -8.02661 -0.47240 -2.20431 -0.0055 -0.0043 0.0119
H -6.45049 -2.19463 -3.06591 -0.0185 0.0084 0.0025
```
Positions in Å, forces in eV/Å.

=====

Record 3
The following is a quantum chemistry calculation of a molecular structure, C4H4ClN3 at a distorted geometry, from OMol25.

Calculated values
ΔE to the lowest compared entry with this formula, charge and spin in eV: 3.969
Calculated total energy in eV: -21202.147
Total charge: 0
HOMO-LUMO gap in eV: 8.723

```
12
Properties=species:S:1:pos:R:3:forces:R:3
C -1.52576 -2.06720 -0.22200 -0.6992 -0.8042 -0.5107
C -0.25274 -0.23240 -0.18197 0.3262 -0.2014 1.5586
C -0.74034 -2.17003 2.53426 0.0087 0.1305 -0.3052
C 0.38508 0.91967 -0.85000 0.0740 0.1411 -0.0061
N -1.04128 -1.11531 -0.85434 -0.6365 -0.5839 -0.8700
N -0.08370 -0.48127 1.08648 1.0114 1.2389 0.3117
N -0.76879 -1.58566 1.41314 -0.1822 -0.1182 -0.1181
Cl 0.19922 -1.69423 3.87418 0.0297 0.0704 0.0274
H -1.35007 -3.05464 2.67366 0.0326 0.0485 -0.0647
H 0.09796 1.83859 -0.34299 -0.0084 0.0711 -0.0131
H 1.46706 0.83085 -0.77113 0.0579 0.0094 -0.0308
H 0.09473 0.96028 -1.89552 -0.0141 -0.0024 0.0209
```
Positions in Å, forces in eV/Å.

=====

Record 4
The following is a quantum chemistry calculation of a single C7H4BrNO molecule at a distorted geometry, from OMol25.

Calculated values
Calculated total energy in eV: -80896.027
Total charge: 0
HOMO-LUMO gap in eV: 7.791

```
14
Properties=species:S:1:pos:R:3:forces:R:3
C 1.57252 -0.64165 0.48227 -1.6416 2.6008 -0.1879
C 1.84825 0.68438 0.44222 -1.4297 -0.8513 -1.3338
C -0.41437 0.49104 -0.01179 0.0907 1.1604 1.2556
C -2.60854 -0.72299 -1.03145 -1.7382 -0.7564 -1.1873
C 0.15916 -0.69790 0.23728 -1.0889 -0.1921 -1.2510
C -1.70310 -1.52586 -0.32881 -2.2518 -0.6954 -0.8595
C 0.60824 1.45453 -0.07098 3.2503 -1.1139 1.1289
N -0.60580 -1.80112 0.09865 2.2169 -3.2452 2.6574
O -2.95290 -1.94014 -0.22390 -0.1896 0.5482 -0.6178
Br -2.13629 1.14017 0.19512 -0.7040 0.3697 0.5668
H 2.04121 -1.55221 0.62115 1.6308 -1.2285 0.3616
H 2.72851 1.21330 0.32314 2.0501 0.4992 0.3607
H 0.60416 2.39167 0.35880 -0.7754 2.1330 0.8588
H 0.85895 1.50679 -1.09171 0.5804 0.7715 -1.7525
```
Positions in Å, forces in eV/Å.

=====

Record 5
The following is a quantum chemistry calculation of 3 unconnected molecules or ions with the total composition C16H44BO3Si4 at a distorted geometry, from OMol25.

Calculated values
Calculated total energy in eV: -55644.390
Total charge: -1
HOMO-LUMO gap in eV: 3.408

```
68
Properties=species:S:1:pos:R:3:forces:R:3
C 7.93316 -1.62615 2.39168 -0.0965 0.0346 0.2234
C 7.07461 -1.19527 1.38550 -0.3851 0.5315 0.2257
C 7.47994 -0.58966 0.19106 0.7987 -1.2948 -0.9878
B 9.01272 -0.49196 0.09132 -0.0713 0.1993 0.3057
C 9.87074 0.70234 0.73343 0.0332 -0.3202 0.1948
O 9.77034 -1.43414 -0.64958 -0.3222 -0.1827 0.0295
H 7.67053 -1.53642 3.44460 -0.1984 -0.4975 -0.0478
H 8.86202 -2.13954 2.16232 0.2364 0.5176 -0.0608
H 5.98880 -1.31639 1.54443 -0.0167 0.2588 0.2108
H 6.98323 -0.95144 -0.72345 -0.3939 0.3012 0.0909
H 10.48439 1.16616 -0.05004 -0.0540 0.0593 0.0118
H 10.55788 0.32951 1.50158 0.0404 0.1005 -0.0212
H 9.22556 1.45679 1.18357 0.0601 -0.0005 0.0449
H 10.60802 -1.57404 -0.20315 0.2957 0.2745 -0.2466
O 0.83422 -1.94731 0.01821 -0.0470 0.0418 -0.0598
Si 2.14233 -2.24111 -0.95290 0.3456 -0.0747 -0.1533
C 1.57453 -3.14706 -2.49416 -0.1162 0.0115 0.0621
C 3.38868 -3.29112 -0.05371 -0.1280 -0.0234 0.0577
C 2.92746 -0.63476 -1.45452 -0.1463 0.0874 0.0610
Si -0.33951 -2.73482 0.84261 -0.0901 -0.1237 0.1097
C -1.43187 -1.47797 1.68245 0.0114 -0.0011 -0.0200
C 0.40193 -3.86876 2.12844 0.0225 0.0200 -0.0122
C -1.38742 -3.75659 -0.32702 0.0315 0.0385 -0.0312
H 1.21538 -4.15274 -2.26339 0.0091 -0.0057 -0.0077
H 2.40730 -3.24099 -3.19473 -0.0004 -0.0079 -0.0046
H 0.76625 -2.61056 -2.99712 0.0168 0.0071 -0.0193
H 3.66183 -2.83980 0.90217 0.0644 -0.0070 -0.0128
H 4.30241 -3.38167 -0.64483 0.0251 0.0134 0.0309
H 3.01000 -4.29809 0.13993 0.0096 -0.0009 0.0073
H 3.29445 -0.07891 -0.59005 0.0320 -0.0151 -0.0019
H 2.23296 0.00568 -2.00329 -0.0009 -0.0035 -0.0036
H 3.78550 -0.83995 -2.09844 0.0196 0.0202 0.0173
H -0.86620 -0.86557 2.38697 0.0013 0.0164 -0.0148
H -2.22533 -1.98747 2.23546 -0.0094 0.0232 0.0092
H -1.90007 -0.81509 0.95264 -0.0040 0.0251 0.0233
H 0.95318 -4.69042 1.66671 0.0098 0.0036 0.0034
H -0.38242 -4.30079 2.75527 0.0051 -0.0077 0.0020
H 1.09420 -3.32744 2.77634 -0.0008 -0.0033 0.0059
H -0.81398 -4.57980 -0.75821 -0.0036 -0.0022 -0.0041
H -1.76658 -3.14743 -1.15083 -0.0125 -0.0018 0.0023
H -2.24349 -4.18412 0.20112 -0.0001 -0.0072 -0.0050
O -4.84248 3.44222 -0.16116 0.0280 0.0079 0.0004
Si -6.22998 4.31335 -0.05200 -0.1705 0.0921 0.0090
C -7.43707 3.46606 1.09751 0.0498 -0.0326 -0.0031
C -7.01932 4.48503 -1.73854 0.0482 -0.0334 -0.0067
C -5.83252 6.00640 0.61494 0.0534 -0.0165 -0.0004
Si -4.29168 1.95626 -0.61551 0.0664 -0.2784 -0.0955
C -2.45217 1.85973 -0.37751 -0.0371 0.1275 0.0416
C -4.68737 1.65293 -2.41805 -0.0656 0.0731 0.0181
C -5.11351 0.63195 0.41748 -0.0516 0.0720 0.0163
H -7.78940 2.51948 0.68235 -0.0024 -0.0025 0.0049
H -8.30923 4.10153 1.26888 -0.0073 -0.0069 0.0036
H -6.97658 3.25569 2.06509 -0.0101 0.0094 0.0079
H -6.30857 4.88141 -2.46671 -0.0077 0.0139 -0.0023
H -7.87201 5.16670 -1.69245 -0.0048 -0.0034 -0.0082
H -7.37930 3.52410 -2.11221 -0.0013 0.0014 -0.0046
H -5.14182 6.54278 -0.03821 0.0026 -0.0044 -0.0036
H -5.38261 5.95117 1.60783 0.0017 -0.0066 0.0007
H -6.75096 6.59376 0.69159 0.0166 0.0230 0.0110
H -1.92249 2.60018 -0.97939 0.0028 0.0063 0.0103
H -2.10427 0.86991 -0.68198 0.0485 0.0128 0.0025
H -2.17548 2.00787 0.66790 0.0349 -0.0110 -0.0076
H -5.76331 1.57625 -2.59047 0.0010 -0.0031 -0.0065
H -4.22847 0.71870 -2.74989 -0.0015 0.0000 -0.0077
H -4.30396 2.45893 -3.04742 0.0156 -0.0120 -0.0073
H -6.18473 0.56602 0.21372 0.0000 -0.0079 -0.0008
H -4.98754 0.82992 1.48413 0.0212 -0.0211 0.0030
H -4.67086 -0.34349 0.20170 -0.0016 -0.0041 0.0096
```
Positions in Å, forces in eV/Å.

=====

Record 6
The following is a quantum chemistry calculation of a molecular structure, C35H52EuOP3Sb at a distorted geometry, from OMol25.

Calculated values
Calculated total energy in eV: -92888.542
<S²>: 12.352
2S+1: 7
Total charge: +3
HOMO-LUMO gap (alpha / beta) in eV: 4.945 / 3.334

```
93
Properties=species:S:1:pos:R:3:forces:R:3
Eu 3.27894 -0.27979 1.14665 -3.6267 0.8450 -1.8392
P -0.98064 0.85610 -3.32912 0.1741 0.1760 -0.1297
P 1.39872 -2.14364 -0.68566 0.1775 0.2132 -0.2373
P 0.73295 2.66889 -0.00397 -0.1875 0.1327 -0.3101
H 5.69296 -1.26587 0.24674 0.2680 0.0422 0.5484
C 5.66553 -0.63008 1.14777 1.2787 -0.7300 1.2231
C 5.24171 -1.08581 2.38479 1.3718 0.1553 -0.4595
H 5.05020 -2.14996 2.60294 -0.1261 0.4854 -0.2649
C -0.88799 1.74759 -4.88879 0.1624 0.0331 -0.1660
C -1.53103 -0.82738 -3.58252 0.0575 -0.4418 -0.1100
C -2.11489 1.67426 -2.20938 -0.2189 0.4302 0.3534
C 2.91791 -2.96383 0.00009 0.0080 -0.2251 0.0715
C 0.33188 -3.60748 -0.98192 -0.2748 -0.1544 0.1639
C 1.97805 -1.87599 -2.40741 0.1448 0.0381 -0.2050
C 1.93059 3.26927 1.24869 0.2080 -0.0901 0.3332
C -0.56389 3.94458 0.27768 -0.1923 -0.1518 0.1855
C 1.46275 3.40519 -1.52897 0.2551 -0.0393 0.0283
H 6.14451 0.35500 1.03662 -0.3948 -0.3949 0.0906
H 5.23069 -0.40805 3.26059 0.3057 -0.3991 -0.4200
H -1.89306 1.93691 -5.29097 0.2317 -0.1156 0.1633
H -0.31477 1.15555 -5.61445 -0.1460 0.1305 0.1388
H -0.37411 2.70774 -4.73987 -0.1806 -0.2370 0.0010
H -2.15102 -0.86432 -4.48509 0.0349 0.0071 0.1520
H -2.11758 -1.17849 -2.72628 0.1026 0.1350 -0.0765
H -0.68297 -1.50471 -3.71637 -0.1592 0.1109 -0.1171
H -2.45931 2.61918 -2.65442 0.1302 -0.2486 0.1228
H -1.63656 1.88817 -1.24426 -0.1211 -0.1671 -0.2052
H -2.99267 1.03988 -2.02064 0.3044 0.1282 -0.1363
H 2.84813 -4.02815 -0.26148 0.4759 0.1930 0.2223
H 2.95362 -2.90479 1.10870 -0.0073 -0.2945 -0.2468
H 3.85016 -2.55552 -0.42698 -0.1692 -0.2017 0.0040
H 0.78640 -4.26872 -1.73460 0.0097 0.2060 0.2634
H -0.66226 -3.29317 -1.33764 0.4129 -0.0657 0.1900
H 0.19531 -4.16856 -0.04867 -0.0455 0.1634 -0.2295
H 2.10323 -2.83812 -2.92606 0.0620 0.3309 0.1144
H 2.91302 -1.30219 -2.41224 -0.2829 -0.2311 -0.0763
H 1.23471 -1.28106 -2.94998 0.1971 -0.1581 0.0930
H 1.81064 4.35337 1.38041 0.2327 -0.2601 0.1139
H 2.97089 3.07083 0.95181 -0.3746 0.1304 0.0790
H 1.71918 2.77018 2.20698 0.0494 0.2721 -0.0748
H -0.08871 4.91863 0.44840 -0.1442 -0.1459 -0.1181
H -1.16659 3.68203 1.15413 0.0795 0.0581 -0.1532
H -1.23030 4.01895 -0.58951 0.1231 0.0035 0.1948
H 1.96159 4.35576 -1.29672 -0.1901 -0.1017 -0.2018
H 0.66664 3.58448 -2.26333 0.1893 0.0439 0.1347
H 2.19215 2.71379 -1.96344 -0.1582 0.2229 -0.0358
C 4.36292 1.46744 -1.45472 -1.9672 -1.3035 0.0140
C 4.85051 1.68249 -2.78728 0.3735 0.7441 -0.2076
C 5.66752 2.77308 -3.04505 -0.2664 -0.7190 -0.5731
C 6.04941 3.64876 -2.01303 0.0505 0.2741 -0.4321
C 5.66297 3.38418 -0.69792 -0.6132 -1.0492 1.6473
C 4.89258 2.26188 -0.39586 0.6670 1.0812 -0.0551
O 3.34462 0.64970 -1.24751 2.4700 0.8979 0.8551
H 0.35240 0.85230 -2.81529 -0.7020 -0.0128 -0.0156
H 4.51262 1.00102 -3.56401 0.0772 0.2052 0.0608
H 6.00897 2.96507 -4.06828 -0.1452 -0.0881 0.4458
H 6.63853 4.54417 -2.23364 -0.1736 -0.3939 0.0514
H 5.95812 4.02971 0.13387 0.0546 -0.0979 -0.4443
H 4.61606 2.02993 0.64565 0.2207 0.4188 -0.5558
C -1.72050 -4.19722 4.99975 -0.0003 0.2423 -0.4743
C -1.23844 -4.69752 3.78250 -0.0958 0.1629 -0.0397
C -1.43312 -3.98094 2.59202 0.0576 0.0699 0.5481
C -2.09330 -2.74565 2.62211 0.1409 0.2299 -0.6023
C -2.60351 -2.25602 3.82694 0.1502 -0.1741 0.3631
C -2.41186 -2.98018 5.01630 0.0456 -0.0151 -0.3838
Sb -2.20047 -1.58604 0.76082 -0.7849 -0.2164 0.7460
C -4.29861 -2.00741 0.29640 0.6060 0.4064 0.1621
C -4.92485 -1.26318 -0.70809 -0.6505 -0.3683 0.1961
C -6.29583 -1.44201 -0.95933 0.2831 -0.0548 0.1169
C -7.02881 -2.38564 -0.22871 0.4311 -0.0566 0.2312
C -6.38287 -3.15789 0.75239 0.3233 0.3044 -0.3396
C -5.01364 -2.96734 1.01278 -0.5320 0.0461 -0.0738
C -2.32587 0.35351 1.75948 -0.1418 -0.5015 -0.3746
C -3.38654 1.23109 1.52440 0.1925 0.4299 0.3629
C -3.47623 2.42529 2.26175 0.1544 -0.2253 -0.0838
C -2.51654 2.72312 3.23708 -0.1710 -0.0806 -0.1494
C -1.44606 1.84929 3.45251 0.0581 -0.0996 -0.3278
C -1.33401 0.67929 2.69051 -0.3051 0.5387 0.0912
H -1.55321 -4.74865 5.92351 -0.0728 0.1170 -0.2277
H -0.69734 -5.64315 3.75567 -0.1969 0.1766 0.0359
H -1.06217 -4.39208 1.65042 -0.1172 0.0788 0.2885
H -3.13815 -1.30301 3.86460 0.1780 -0.3097 -0.0348
H -2.79878 -2.58041 5.95282 0.0640 -0.1326 -0.2145
H -4.36223 -0.53582 -1.29407 -0.1211 -0.0496 0.0755
H -6.78275 -0.83203 -1.72052 0.0618 -0.2154 0.1765
H -8.09655 -2.52122 -0.41736 0.3985 0.0538 0.0508
H -6.93542 -3.90800 1.31697 0.1008 0.2088 -0.1513
H -4.52188 -3.55915 1.78671 -0.1760 0.1728 -0.1810
H -4.15709 0.99705 0.78458 0.1670 -0.0070 0.3127
H -4.30915 3.10629 2.07333 0.2690 -0.1788 0.1490
H -2.60748 3.63736 3.82657 0.0242 -0.2971 -0.1509
H -0.69341 2.07356 4.20918 -0.2249 0.0010 -0.1264
H -0.48527 0.01432 2.85678 -0.2089 -0.0470 0.0661
```
Positions in Å, forces in eV/Å.